29
Properties=species:S:1:pos:R:3:forces:R:3 method="wB97M-V/def2-TZVPD" de_lowest_kj_mol=412.3 total_energy_ha=-1619.25272 gap_ev=7.84 homo_ev=-12.2 total_charge=+1
S 1.1793 -5.1121 3.3723 -0.2 0.7 -0.6
P 0.6500 -3.3808 2.6847 -0.3 -1.8 2.5
S 1.7478 -2.8027 0.8840 -0.1 2.3 -1.2
C 1.9659 -0.9526 1.1012 1.4 3.3 1.2
C 1.1213 0.0714 0.3027 2.5 0.4 2.5
C 1.3506 1.5737 0.5937 2.0 -3.3 2.1
C 2.3907 1.9570 1.6663 -0.1 -2.1 -0.4
C 3.2696 0.9531 2.4599 -3.0 -2.3 -2.9
C 3.0461 -0.5498 2.1727 -2.0 2.9 -1.8
H 0.8447 -2.3705 3.7028 -0.1 0.0 -1.3
H -0.7411 -3.3003 2.2791 1.1 0.5 -0.3
H 3.0183 -3.3635 0.8911 -0.8 0.5 0.7
H 0.3735 -0.3357 -0.4505 0.9 0.8 0.9
H 0.7354 2.3385 0.0254 1.0 -1.1 1.0
H 2.5434 3.0659 1.9137 -0.3 -1.9 -0.5
H 4.0496 1.2242 3.2380 -1.3 -0.1 -1.3
H 3.6441 -1.3488 2.7168 -0.9 1.2 -0.8
C -3.5012 -0.2165 -2.3224 0.0 -0.2 0.0
C -2.0348 0.1142 -2.2731 0.3 0.1 0.0
O -1.1802 -0.7440 -2.0678 0.1 0.0 0.3
N -1.6634 1.4077 -2.4642 -0.2 -0.6 0.2
C -2.5069 2.5577 -2.7180 0.4 0.2 0.0
H -3.6356 -1.2850 -2.1525 0.1 0.1 0.0
H -4.0360 0.3273 -1.5411 -0.1 0.1 -0.2
H -3.9099 0.0308 -3.3042 -0.1 0.1 0.1
H -0.6640 1.5481 -2.4171 -0.1 0.0 -0.1
H -2.2119 2.9945 -3.6741 -0.2 0.1 0.0
H -2.3364 3.2894 -1.9254 -0.2 0.1 -0.1
H -3.5623 2.2961 -2.7489 0.2 -0.1 0.0

158
Properties=species:S:1:pos:R:3:forces:R:3 method="wB97M-V/def2-TZVPD" smiles="CC[C@@H](Br)c1c(S)c(Br)c(P(C)CC)c2c1Sc1c(c(OC#N)c(P(O)Cl)c(OC[C@H](C)CC(C)C)c1[C@@H](I)CC)N2.C[C@@H]1COC(=O)O1.C[C@@H]1COC(=O)O1.C[C@@H]1COC(=O)O1.C[C@@H]1COC(=O)O1.C[C@@H]1COC(=O)O1.C[C@@H]1COC(=O)O1" total_energy_ha=-11138.10324 gap_ev=7.06 homo_ev=-8.1 total_charge=0
C -3.6261 -3.8000 -2.1052 0.7 -0.1 -0.6
C -2.1336 -3.1728 -2.0439 -0.1 0.3 0.2
C -1.6282 -2.8338 -0.5479 -0.4 0.8 -0.7
Br 0.1473 -3.7632 -0.2540 -0.8 0.5 0.2
C -1.4632 -1.2472 -0.2688 -0.3 2.3 1.2
C -2.3263 -0.6382 0.8913 2.9 2.4 -1.5
S -3.5277 -1.5672 1.9367 0.4 0.2 -0.6
C -2.1766 0.8948 1.1530 1.7 -1.1 -2.3
Br -3.2595 1.7067 2.6382 1.1 -0.9 -1.5
C -1.2265 1.8551 0.3162 -0.1 -3.5 -1.5
P -1.2755 3.6812 0.7979 -0.3 0.4 0.3
C 0.2985 4.6137 0.3184 0.0 0.5 -0.4
C -2.6532 4.5270 -0.2545 -0.6 -0.1 -0.2
C -3.8770 3.5437 -0.6009 -0.5 0.7 -0.5
C -0.3548 1.2341 -0.8547 -3.4 -2.0 2.8
C -0.5292 -0.3057 -1.0888 -0.8 1.5 1.6
S 0.4309 -1.0425 -2.4909 0.9 1.5 0.7
C 1.9506 0.0465 -2.5880 1.5 2.4 0.3
C 1.7463 1.5177 -2.1292 3.7 0.0 -1.5
C 3.0025 2.4777 -2.2321 0.6 -3.9 -1.5
O 2.9134 3.8858 -1.8232 1.4 -2.6 4.1
C 3.3285 3.8302 -0.4485 -0.2 1.7 2.0
N 3.5850 3.9765 0.7270 -1.2 -1.0 -6.2
C 4.3847 2.0036 -2.7695 -4.3 -1.9 0.9
P 5.8986 3.1151 -2.9665 0.2 0.3 -2.2
O 5.3094 4.4663 -3.8745 0.7 -0.9 2.3
Cl 6.5864 3.8765 -1.1154 -1.0 0.0 -0.1
C 4.5025 0.4799 -3.2167 -1.7 0.9 0.5
O 5.7654 0.0832 -3.7472 -2.0 0.5 1.4
C 6.7156 -0.3206 -2.7147 1.3 -0.5 0.1
C 8.1072 0.5080 -2.7284 0.6 -1.2 0.3
C 9.2949 -0.5119 -3.2054 -0.9 -0.5 0.5
C 8.4392 0.8962 -1.2045 -0.1 -0.4 0.1
C 9.7148 1.8562 -0.9990 0.2 0.5 0.7
C 11.0252 1.0289 -0.4734 -0.2 0.2 0.5
C 10.0857 2.7816 -2.2567 -0.2 0.1 -0.4
C 3.3230 -0.5307 -3.1456 -1.0 3.1 1.4
C 3.3211 -2.0515 -3.6089 0.8 0.2 0.8
I 2.5652 -2.0551 -5.6967 0.3 -0.1 0.8
C 4.7191 -2.8253 -3.5135 -0.2 -1.4 0.0
C 5.1959 -3.1193 -1.9742 1.0 0.1 -1.0
N 0.5002 2.1394 -1.6432 0.2 -2.8 0.0
H -3.5023 -4.9407 -2.3104 -0.6 2.5 0.9
H -4.1247 -3.3306 -3.0388 0.6 -1.0 1.6
H -4.2689 -3.5705 -1.1880 1.0 -0.3 -1.2
H -1.3812 -3.9111 -2.4918 -1.2 1.2 0.4
H -2.1279 -2.1999 -2.6504 0.2 -1.4 0.8
H -2.3479 -3.3416 0.1772 1.2 1.1 -0.8
H -2.8774 -2.4041 2.8389 0.3 0.9 -1.0
H 0.5246 4.5916 -0.8022 0.0 -0.1 1.7
H 1.1434 4.2249 0.9842 -1.2 0.6 -1.2
H 0.1139 5.7257 0.5965 0.1 -1.9 -0.3
H -2.2526 4.9964 -1.2179 -0.5 -0.7 1.3
H -3.0383 5.3850 0.4221 0.7 -1.4 -1.1
H -3.5764 2.7206 -1.3446 -0.3 1.1 1.3
H -4.3648 3.0991 0.3341 0.9 0.5 -1.3
H -4.7097 4.1606 -1.1267 1.4 -0.9 0.8
H 5.8528 5.2686 -3.6444 -0.5 -0.9 -0.5
H 7.0112 -1.4154 -2.9636 -0.7 1.8 0.7
H 6.1977 -0.2352 -1.6984 0.8 -0.3 -1.3
H 8.0610 1.3847 -3.4577 -0.1 -1.1 1.3
H 10.3119 0.0063 -3.2910 -1.5 -0.8 0.0
H 9.3712 -1.3357 -2.3899 0.0 1.3 -1.3
H 8.9808 -1.0747 -4.1649 0.7 1.2 1.3
H 8.6890 -0.0975 -0.6544 -0.5 1.5 -0.9
H 7.4760 1.2790 -0.6823 1.7 -0.3 -0.9
H 9.4471 2.5624 -0.1175 0.4 -1.0 -1.6
H 10.8708 -0.1085 -0.5545 0.4 1.8 -0.2
H 11.1883 1.2355 0.6566 -0.3 -0.3 -1.9
H 11.9900 1.3696 -1.0073 -1.6 -0.7 0.7
H 10.2710 2.1562 -3.2165 -0.1 1.0 1.7
H 11.0304 3.4078 -2.0077 -1.6 -1.1 -0.5
H 9.2337 3.5147 -2.5496 1.3 -1.2 0.7
H 2.5534 -2.7089 -3.0399 1.1 1.6 -0.8
H 4.5266 -3.8840 -3.9527 0.2 1.8 0.5
H 5.5611 -2.3886 -4.1604 -1.5 -0.3 1.1
H 6.3536 -3.1837 -2.0398 -1.9 0.1 0.4
H 4.8578 -4.1572 -1.6147 0.1 1.8 -0.4
H 4.9211 -2.2674 -1.2607 0.3 -1.4 -0.9
H -0.0222 2.6334 -2.3853 0.4 -0.5 0.5
C 4.7187 5.0419 3.5416 0.3 0.1 0.0
C 4.5786 5.3853 5.0085 0.0 -0.6 -1.1
C 3.2405 5.9593 5.3736 -0.6 -0.4 0.1
O 3.5516 6.7305 6.5283 0.6 0.3 0.0
C 4.8572 7.1048 6.4039 0.6 0.9 0.7
O 5.4012 7.9124 7.1034 -0.5 -0.7 -0.6
O 5.4611 6.4423 5.3765 -0.3 0.4 0.7
H 4.0897 4.1899 3.2759 0.1 0.1 0.0
H 4.4427 5.8895 2.9077 -0.1 -0.1 0.1
H 5.7581 4.7999 3.3047 -0.1 -0.1 0.1
H 4.8256 4.5121 5.6232 -0.1 0.1 0.1
H 2.5056 5.1878 5.6109 0.0 0.2 0.1
H 2.8266 6.6273 4.6114 0.1 -0.1 -0.1
C -9.7914 -3.1715 3.4114 -0.3 -0.5 0.2
C -8.4448 -2.5778 3.7562 -1.3 -0.1 -0.5
C -7.4179 -2.7343 2.6744 0.0 0.4 -0.7
O -6.2007 -2.6978 3.4104 0.1 -0.3 0.7
C -6.4894 -3.1618 4.6587 0.5 -0.2 0.7
O -5.6653 -3.4394 5.4873 -0.6 0.3 -0.7
O -7.8343 -3.2742 4.8416 1.1 0.0 0.1
H -10.2798 -2.5924 2.6225 0.2 -0.4 0.5
H -9.6945 -4.2092 3.0767 0.2 0.1 0.1
H -10.4388 -3.1871 4.2925 0.1 0.1 -0.1
H -8.5628 -1.5299 4.0536 0.1 0.0 -0.1
H -7.4527 -1.9223 1.9458 0.2 0.0 0.1
H -7.4763 -3.6923 2.1477 -0.2 0.0 0.1
C -8.0222 2.5355 -0.3038 0.1 0.2 0.4
C -8.4964 1.1004 -0.2293 0.6 1.1 -0.5
C -9.7519 0.8328 -1.0072 0.0 0.0 -0.7
O -10.2978 -0.2856 -0.3161 0.1 -0.1 0.8
C -9.8582 -0.1972 0.9701 -0.4 -0.3 0.6
O -10.2678 -0.8715 1.8769 0.3 1.2 -1.1
O -8.8952 0.7577 1.0957 -0.6 -0.8 0.1
H -7.6568 2.7763 -1.3049 0.0 -0.1 0.1
H -8.8262 3.2321 -0.0489 0.0 -0.1 -0.1
H -7.2182 2.7089 0.4161 0.0 -0.1 -0.2
H -7.6866 0.4226 -0.5224 -0.1 0.0 0.0
H -9.5516 0.5823 -2.0504 -0.1 -0.1 0.1
H -10.4763 1.6524 -0.9673 0.2 0.1 0.1
C -6.6822 -8.4837 -2.2246 0.1 0.2 0.3
C -6.0278 -7.8506 -3.4335 -0.8 -0.7 0.7
C -5.0441 -8.7445 -4.1310 -0.2 -0.5 -0.4
O -4.1752 -7.8041 -4.7527 0.1 0.6 0.3
C -4.2111 -6.6782 -3.9853 0.7 0.7 -0.2
O -3.4628 -5.7473 -4.1084 -0.6 -1.3 -0.5
O -5.2058 -6.7492 -3.0563 0.6 0.2 -0.6
H -7.3618 -9.2859 -2.5216 0.1 0.1 0.0
H -5.9354 -8.8949 -1.5395 0.0 0.0 -0.1
H -7.2452 -7.7357 -1.6606 0.0 -0.1 -0.1
H -6.7942 -7.4773 -4.1223 0.1 0.0 -0.1
H -5.5176 -9.3849 -4.8772 0.2 0.1 0.0
H -4.4534 -9.3639 -3.4486 -0.2 0.1 0.1
C -5.6575 -6.6098 6.3999 0.3 0.2 -0.3
C -6.6681 -7.4151 5.6126 0.6 0.7 1.0
C -6.7757 -8.8482 6.0456 -0.3 -0.2 0.5
O -7.2407 -9.4841 4.8602 0.2 0.2 -0.6
C -6.7892 -8.7330 3.8154 0.0 -0.3 -1.1
O -6.8391 -9.0706 2.6650 0.0 0.3 1.0
O -6.2704 -7.5501 4.2502 -0.4 -0.7 -0.4
H -5.9953 -6.4521 7.4270 -0.1 0.0 -0.1
H -4.6849 -7.1104 6.4259 -0.1 -0.1 0.0
H -5.4960 -5.6370 5.9287 -0.2 -0.1 0.2
H -7.6423 -6.9130 5.6299 0.0 -0.1 0.0
H -7.4869 -8.9856 6.8621 0.0 -0.1 -0.2
H -5.8165 -9.2952 6.3256 0.0 0.2 0.0
C 5.8474 9.6815 -0.0961 0.0 0.3 -0.2
C 5.7626 8.4291 -0.9410 -0.1 0.8 1.0
C 6.9296 7.5007 -0.7714 0.1 -0.5 0.7
O 6.9441 6.8101 -2.0154 -0.2 0.4 -0.7
C 6.4001 7.6571 -2.9338 0.0 0.2 -0.9
O 6.4204 7.4726 -4.1200 -0.1 -0.1 1.0
O 5.8347 8.7391 -2.3304 0.3 -0.7 -0.6
H 5.7270 9.4481 0.9645 0.0 0.0 -0.1
H 6.8065 10.1888 -0.2349 0.0 -0.2 0.0
H 5.0718 10.3930 -0.3907 0.0 -0.1 0.1
H 4.8098 7.9184 -0.7599 0.1 -0.1 0.0
H 6.7911 6.8026 0.0564 0.0 -0.1 -0.2
H 7.8874 8.0162 -0.6499 -0.1 0.1 0.0

10
Properties=species:S:1:pos:R:3:forces:R:3 method="wB97M-V/def2-TZVPD" de_lowest_kj_mol=529.2 total_energy_ha=-1051.71226 gap_ev="3.42 / 3.64" homo_ev="-10.4 / -10.4" spin_multiplicity=8 total_charge=+1
H -0.1316 -3.1282 -0.3741 0.4 0.0 0.0
O 1.4159 -1.2330 -0.4082 -1.7 -0.2 0.3
C 0.2338 -1.2090 -0.2438 3.4 1.0 -0.7
O -0.5845 -2.2865 -0.2287 -1.8 -1.2 0.3
O -0.5657 -0.1716 -0.0656 -1.0 1.1 0.4
Eu -2.8221 -1.1041 0.3273 1.1 0.5 -0.3
H -0.1052 0.8158 -0.1097 0.4 0.6 -0.2
C 0.8460 2.7528 0.4280 -0.2 -0.8 0.6
C 0.4333 2.7840 -0.7416 -0.6 -1.1 0.2
H 1.2801 2.7797 1.4165 -0.1 0.2 -0.4